C3H6N2O2 in the gas phase at a distorted geometry, computed with ωB97M-V/def2-TZVPD.

Calculated values
orbital gap	8.47	eV
multiplicity	1
energy relative to the best compared isomer or geometry (same formula, charge and spin)	139.9	kcal per mole
highest occupied orbital energy	-7.862	eV
energy	-10278.7290	eV

Geometry (Å):
C (-1.02716, 0.85388, -0.31925)
C (-0.25475, -0.46951, -0.37756)
C (0.92424, 0.46987, 1.51078)
N (1.00193, -0.26940, 0.34821)
N (-0.07196, 1.17869, 1.82170)
O (-0.16876, 2.04158, 2.73412)
O (-1.29676, 1.13602, 1.01119)
H (-0.25028, 1.52448, -0.64722)
H (-1.94740, 0.76348, -0.93988)
H (-1.01260, -1.15137, 0.01538)
H (-0.06046, -0.75560, -1.34010)
H (1.77658, 0.39124, 2.35179)
H (1.81489, -0.86885, 0.28472)

Mulliken population analysis, charges in e, atoms 1 to 4: -0.47, -0.63, -0.14, -0.22